Record 1
Entry from OMol25: a 8-piece molecular cluster, C38H84Cl2N2O8 overall (ωB97M-V/def2-TZVPD).

Geometry (Å):
C  -1.742928  -1.505440  -2.260578
C  -1.123063  -2.985708  -1.807044
Cl  -2.461150  -4.319350  -1.785161
C  0.185644  -3.422818  -2.723329
Cl  0.131346  -2.515855  -4.338940
C  1.619807  -3.291027  -1.911906
C  2.800511  -3.746864  -2.975675
N  3.797731  -4.059384  -3.761987
C  1.904103  -1.802315  -1.287581
C  2.596014  -0.916124  -2.525662
N  3.023241  -0.043863  -3.401156
C  2.981211  -1.756648  -0.053382
C  2.708380  -2.831160  1.153600
C  1.211244  -2.704058  1.852046
O  1.343859  -3.027293  3.311520
H  -0.900637  -0.692710  -2.371414
H  -2.481893  -1.175696  -1.392014
H  -2.359267  -1.636718  -3.264565
H  -0.725313  -2.837765  -0.715344
H  0.018624  -4.576210  -2.975069
H  1.593402  -4.146739  -1.081964
H  0.911428  -1.288044  -0.914331
H  4.078733  -1.844339  -0.476151
H  2.897904  -0.674370  0.440192
H  2.981078  -3.955323  0.861347
H  3.479435  -2.557746  2.022927
H  0.779139  -1.618023  1.775117
H  0.539310  -3.536388  1.369411
H  1.995140  -2.381726  3.738513
C  -3.041413  2.930509  1.395927
C  -2.746482  1.660175  0.617813
O  -1.964343  0.720261  1.348111
C  -2.539410  0.208848  2.547618
C  -3.828646  -0.560102  2.316614
H  -2.119907  3.358511  1.802982
H  -3.523141  3.671567  0.751178
H  -3.710607  2.735419  2.238710
H  -2.164443  1.922921  -0.271853
H  -3.668687  1.192585  0.258507
H  -2.682595  1.013032  3.275397
H  -1.799019  -0.473561  2.979301
H  -4.633544  0.102418  1.984617
H  -4.155232  -1.046217  3.240594
H  -3.692523  -1.322003  1.542507
C  -3.961212  -6.324288  5.527793
C  -3.595443  -4.863926  5.328415
O  -4.484820  -4.173844  4.455884
C  -5.845105  -4.086737  4.871936
C  -6.028075  -3.331168  6.176703
H  -4.096533  -6.825074  4.563970
H  -3.178708  -6.841816  6.090626
H  -4.897235  -6.428431  6.083832
H  -2.604505  -4.812356  4.865066
H  -3.517660  -4.340631  6.286702
H  -6.292617  -5.083619  4.925152
H  -6.377130  -3.548501  4.079812
H  -5.603973  -3.884217  7.020083
H  -7.090917  -3.172440  6.381340
H  -5.524457  -2.360076  6.136552
C  8.713508  -1.580024  -0.487788
C  8.514067  -2.936186  0.165853
O  7.154150  -3.359053  0.183793
C  6.527847  -3.543286  -1.083041
C  7.185569  -4.619985  -1.928557
H  8.035602  -0.837641  -0.054936
H  9.744776  -1.239281  -0.356215
H  8.509601  -1.621205  -1.561515
H  8.831809  -2.869724  1.211765
H  9.145033  -3.698281  -0.302438
H  6.472753  -2.593609  -1.623367
H  5.494932  -3.844491  -0.876711
H  8.186338  -4.317372  -2.250897
H  6.591258  -4.818915  -2.825176
H  7.292722  -5.548800  -1.359272
C  -4.632924  2.763740  8.110026
C  -5.020870  1.711135  7.086445
O  -3.952453  1.349280  6.216925
C  -2.805329  0.763767  6.827123
C  -3.102223  -0.548895  7.531078
H  -4.162086  3.623326  7.622712
H  -5.514252  3.105859  8.660612
H  -3.917546  2.368451  8.836762
H  -5.813848  2.118343  6.450303
H  -5.437186  0.822117  7.570728
H  -2.327135  1.477427  7.504539
H  -2.089304  0.572532  6.020310
H  -3.731472  -0.394631  8.412704
H  -2.174166  -1.024470  7.861594
H  -3.635746  -1.234334  6.864902
C  -4.887519  0.688467  -7.259804
C  -3.402289  0.645432  -6.946054
O  -3.041127  -0.419650  -6.072168
C  -3.284727  -1.741785  -6.545118
C  -2.506094  -2.083708  -7.803528
H  -5.479025  0.665177  -6.339136
H  -5.134907  1.595974  -7.818515
H  -5.192090  -0.170047  -7.865078
H  -3.126605  1.573443  -6.434092
H  -2.804773  0.607132  -7.862411
H  -4.357246  -1.905267  -6.686012
H  -2.968926  -2.419867  -5.744691
H  -2.860700  -1.504219  -8.661118
H  -2.618547  -3.144275  -8.046954
H  -1.442537  -1.858931  -7.674737
C  3.975233  3.728400  -2.138891
C  3.522896  2.704027  -1.113102
O  4.287179  2.733613  0.088360
C  4.247682  3.944730  0.838491
C  2.857198  4.299218  1.336153
H  5.053722  3.654825  -2.310649
H  3.452839  3.576510  -3.088081
H  3.767261  4.748065  -1.802442
H  3.652685  1.703253  -1.538443
H  2.456507  2.810735  -0.890317
H  4.683243  4.765675  0.261247
H  4.900145  3.793211  1.705409
H  2.193247  4.564167  0.507910
H  2.900712  5.154569  2.016730
H  2.404397  3.450894  1.859203
C  2.837117  8.888959  -4.259470
C  2.637675  7.532798  -3.605829
O  1.277758  7.109930  -3.587890
C  0.651455  6.925698  -4.854723
C  1.309177  5.848999  -5.700239
H  2.159210  9.631343  -3.826619
H  3.868384  9.229702  -4.127898
H  2.633210  8.847778  -5.333197
H  2.955417  7.599259  -2.559917
H  3.268641  6.770703  -4.074120
H  0.596361  7.875375  -5.395049
H  -0.381460  6.624494  -4.648393
H  2.309946  6.151611  -6.022579
H  0.714866  5.650068  -6.596858
H  1.416330  4.920184  -5.130954

Cartesian forces (eV/Å) of the 2 atoms listed first:
C -0.88 -0.83 0.52
C 1.17 1.98 0.19

Computed properties:
2S+1: 1
Total charge: 0
DFT total energy, a.u.: -3129.6852
Maximum force, eV/Å: 12.3
SMILES: C[C@@H](Cl)[C@@H](Cl)[C@@H](C#N)[C@H](C#N)CCCO.CCOCC.CCOCC.CCOCC.CCOCC.CCOCC.CCOCC.CCOCC
Molar mass, g/mol: 768.0

***

Record 2
Entry from OMol25: a 2-piece molecular cluster, CHOS overall (ωB97M-V/def2-TZVPD).

Geometry (Å):
C  1.683098  -0.677874  0.016967
O  1.489905  -1.261116  -0.964742
S  -1.868076  0.383371  0.202214
H  -1.304926  1.555618  0.745562

Cartesian forces (eV/Å) of the 2 atoms listed first:
C -0.72 -1.76 -3.02
O 0.65 1.76 3.01

Computed properties:
2S+1: 1
Energy above the lowest of the compared OMol25 structures with the same formula, charge and spin, eV: 0.551
Total charge: -1
DFT total energy, a.u.: -512.1517
Maximum force, eV/Å: 3.6
Molar mass, g/mol: 61.1

***

Record 3
Entry from OMol25: one molecule with the formula C4H5N3 (ωB97M-V/def2-TZVPD).

Geometry (Å):
N  -2.676661  0.264963  -0.988541
C  -1.575158  0.522179  -0.751409
C  -0.149306  0.714828  -0.597993
C  0.426007  0.869293  0.798499
N  0.727791  -0.408519  1.401923
C  0.645911  -1.323047  0.515541
N  0.201193  -1.058682  -0.742732
H  0.111923  1.659940  -1.161284
H  1.318282  1.514624  0.833438
H  -0.358559  1.415275  1.325593
H  0.951156  -2.342302  0.780128
H  0.377421  -1.828551  -1.413164

Cartesian forces (eV/Å) of the 2 atoms listed first:
N 0.77 0.47 0.32
C -1.23 -0.28 -0.13

Computed properties:
2S+1: 1
Energy above the lowest of the compared OMol25 structures with the same formula, charge and spin, eV: 3.290
Total charge: 0
DFT total energy, a.u.: -319.5913
Maximum force, eV/Å: 2.0
SMILES: N#C[C@H]1CN=CN1
Molar mass, g/mol: 95.1

***

Record 4
Entry from OMol25: one molecule with the formula C3H6N4 (ωB97M-V/def2-TZVPD).

Geometry (Å):
N  2.483294  -0.250674  -0.009507
C  1.149269  -0.022086  -0.075379
C  0.011957  -0.832563  -0.115418
N  -1.015215  0.106709  -0.122168
N  -2.358649  -0.140106  0.053575
C  -0.494966  1.345484  -0.069830
N  0.819032  1.370456  -0.102892
H  3.011507  0.612105  0.284883
H  2.859382  -1.152032  0.344734
H  -0.055192  -1.935476  -0.537297
H  -2.719469  -0.907132  -0.615134
H  -2.538307  -0.441622  1.064905
H  -1.152642  2.246941  -0.100472

Cartesian forces (eV/Å) of the 2 atoms listed first:
N 2.39 -0.30 0.56
C -1.15 1.52 -0.02

Computed properties:
2S+1: 1
Energy above the lowest of the compared OMol25 structures with the same formula, charge and spin, eV: 1.767
Total charge: 0
DFT total energy, a.u.: -336.8843
Maximum force, eV/Å: 3.0
SMILES: Nc1cn(N)cn1
Molar mass, g/mol: 98.1

***

Record 5
Entry from OMol25: one molecule with the formula C22H22N4O3 (ωB97M-V/def2-TZVPD).

Geometry (Å):
N  -0.151433  -1.603439  2.707782
C  0.667500  -0.539716  2.217393
C  1.837348  -1.128660  1.326637
C  2.704822  -1.969039  2.214245
C  3.987772  -1.809753  2.567134
N  4.537095  -2.682118  3.432455
C  3.547432  -3.731851  3.526109
C  3.775370  -4.913808  4.102397
C  2.763708  -5.909038  3.910218
C  1.621513  -5.561585  3.256599
C  1.447619  -4.277034  2.626339
C  2.453786  -3.354925  2.763884
C  0.016120  0.460636  1.288271
O  0.603645  1.512045  1.198897
N  -1.116805  0.033739  0.726395
C  -1.652078  0.995923  -0.244116
C  -0.657823  1.332793  -1.509283
C  -0.954072  2.620608  -2.187891
C  -0.332149  3.731230  -1.839527
N  -0.824232  4.849403  -2.568226
C  -1.411860  4.236258  -3.692248
C  -1.881141  4.871071  -4.896195
C  -2.766370  4.164288  -5.662175
C  -3.001734  2.830681  -5.532817
C  -2.377920  2.261245  -4.400726
C  -1.554676  2.897555  -3.498227
C  -3.001272  0.581193  -0.694042
O  -3.551340  0.938009  -1.749620
O  -3.477949  -0.502326  -0.060076
H  -0.473299  -2.336619  2.045969
H  -0.845630  -1.129686  3.079818
H  0.949144  -0.080356  3.072456
H  2.337321  -0.571297  0.511339
H  1.258798  -1.914677  0.715875
H  4.698601  -0.969207  2.524988
H  5.443668  -2.940853  3.496668
H  4.709258  -5.183917  4.436702
H  2.875864  -6.911973  4.168624
H  0.810497  -6.288006  3.034889
H  0.540711  -4.104311  2.027304
H  -1.703325  -0.676539  1.160689
H  -1.853354  1.912897  0.401972
H  0.359749  1.348761  -1.036847
H  -0.740084  0.439021  -2.125579
H  0.401174  4.120600  -1.053843
H  -0.271533  5.582153  -2.779693
H  -1.869197  5.980704  -4.968110
H  -3.322800  4.591612  -6.484199
H  -3.555057  2.275935  -6.438014
H  -2.595225  1.168093  -4.246193
H  -4.253851  -0.805693  -0.599141

Cartesian forces (eV/Å) of the 2 atoms listed first:
N 3.03 -3.42 -2.35
C 0.35 -1.66 -4.31

Computed properties:
2S+1: 1
Energy above the lowest of the compared OMol25 structures with the same formula, charge and spin, eV: 5.152
Total charge: 0
DFT total energy, a.u.: -1296.1886
Maximum force, eV/Å: 5.9
SMILES: N[C@@H](Cc1c[nH]c2ccccc12)C(=O)N[C@@H](Cc1c[nH]c2ccccc12)C(=O)O
Molar mass, g/mol: 390.4

***

Record 6
Entry from OMol25: C3H8CsO as an isolated structure (ωB97M-V/def2-TZVPD).

Geometry (Å):
Cs  0.987034  -4.543854  2.246924
C  0.941128  0.986656  0.420185
C  -0.460985  0.486329  0.084685
C  -0.462814  -0.080809  -1.331008
O  -0.908257  -0.603088  0.880193
H  0.928153  1.844136  1.092975
H  1.494103  1.274330  -0.473994
H  1.576527  0.157075  0.730305
H  -1.156785  1.322242  0.012423
H  -0.314086  0.733381  -2.040278
H  -1.392274  -0.617285  -1.521793
H  0.354826  -0.778276  -1.512967
H  -1.586569  -0.180836  1.412349

Cartesian forces (eV/Å) of the 2 atoms listed first:
Cs -0.06 0.13 -0.05
C 0.13 -0.07 -0.21

Computed properties:
2S+1: 1
Energy above the lowest of the compared OMol25 structures with the same formula, charge and spin, eV: 0.782
Total charge: +1
DFT total energy, a.u.: -214.2611
Maximum force, eV/Å: 2.7
Molar mass, g/mol: 193.0